Entry 1:
Computed, not measured: a molecular structure, C8H12N2O4Pb in a non-equilibrium geometry, with ωB97M-V/def2-TZVPD.

Geometry as XYZ:
```
27
Properties=species:S:1:pos:R:3:lowdin_charge:R:1
O 0.001 2.296 -6.266 0.13
C 0.001 1.669 -5.321 -0.01
Pb 0.000 0.000 -2.808 1.48
C 1.561 -0.753 -3.306 -0.30
C -1.562 -0.751 -3.306 -0.30
O 2.556 -1.233 -3.623 0.31
O -2.557 -1.229 -3.624 0.31
C 2.527 -0.161 0.463 -0.01
N 1.234 -0.079 1.175 -0.10
C 1.379 -0.088 2.622 -0.06
C 0.003 0.001 0.489 -0.33
O 0.000 0.001 -0.783 -0.21
N -1.202 0.077 1.180 -0.07
C -1.339 0.085 2.659 -0.05
C -2.502 0.159 0.462 0.00
H 3.399 -0.217 1.141 0.12
H 2.631 0.727 -0.179 0.10
H 2.518 -1.055 -0.178 0.09
H 0.996 0.918 3.035 0.14
H 0.871 -1.037 3.035 0.14
H 2.326 -0.148 2.992 0.06
H -1.826 0.994 2.930 0.10
H -1.937 -0.754 2.930 0.10
H -0.631 0.040 3.494 0.08
H -2.485 1.053 -0.177 0.10
H -2.599 -0.729 -0.177 0.09
H -3.362 0.214 1.144 0.11
```

The frontier orbital gap comes out at 5.41 eV. Its net charge is +2. The calculation puts the maximum force at 14.48 eV Å⁻¹.

Entry 2:
Computed, not measured: a gas-phase ion, C17H28BrIN3O3 (charge +1) in a non-equilibrium geometry, with ωB97M-V/def2-TZVPD.

Geometry as XYZ:
```
53
Properties=species:S:1:pos:R:3:lowdin_charge:R:1
C 0.884 -2.032 4.186 -0.11
C -0.147 -1.313 3.144 -0.21
C 0.264 0.236 3.114 -0.20
N -0.582 1.119 2.259 -0.07
C -0.788 0.602 0.891 -0.30
C -2.142 -0.213 0.689 -0.07
C -3.161 -0.490 1.859 0.02
C -4.415 -1.289 1.476 -0.10
N -4.847 -1.801 0.231 0.03
C -3.967 -1.583 -0.856 -0.08
C -2.658 -0.798 -0.656 0.02
C 0.527 0.167 0.020 -0.22
O 1.718 0.855 0.403 -0.09
C 2.842 0.526 -0.440 -0.12
C 3.498 -0.919 -0.172 -0.34
C 3.582 -1.740 -1.574 -0.05
O 2.894 -1.678 0.903 -0.07
O 0.133 0.583 -1.310 -0.09
C -0.342 1.953 -1.189 -0.44
C -1.136 2.274 -2.551 -0.58
I -0.324 4.200 -3.275 0.89
C -0.898 1.220 -3.734 -0.29
C 0.592 1.234 -4.356 -0.17
N -1.099 1.911 0.116 -0.29
Br -0.509 3.550 0.917 0.96
H 0.313 -2.798 4.830 0.08
H 1.692 -2.598 3.618 0.07
H 1.337 -1.285 4.929 0.08
H -1.182 -1.410 3.638 0.10
H -0.109 -1.811 2.120 0.10
H 1.393 0.344 2.893 0.13
H 0.144 0.623 4.197 0.14
H -1.453 1.413 2.716 0.11
H -2.989 -0.125 2.929 0.10
H -5.124 -1.509 2.358 0.12
H -4.221 -1.976 -1.907 0.12
H -2.016 -0.633 -1.597 0.09
H 0.512 -0.976 0.184 0.19
H 3.661 1.304 -0.196 0.15
H 2.657 0.617 -1.561 0.12
H 4.603 -0.755 0.129 0.15
H 4.610 -1.478 -2.034 0.09
H 3.551 -2.869 -1.433 0.09
H 2.807 -1.399 -2.339 0.07
H 3.525 -1.595 1.655 0.11
H 0.631 2.550 -1.239 0.09
H -2.244 2.463 -2.310 0.10
H -1.192 0.149 -3.486 0.10
H -1.595 1.549 -4.597 0.12
H 0.841 0.177 -4.749 0.09
H 0.653 1.923 -5.262 0.06
H 1.402 1.536 -3.605 0.06
H -2.126 1.994 0.025 0.14
```

Its structure (SMILES) is CCCN[C@]1(c2ccncc2)[C@H](OC[C@H](C)O)O[C@@H]([C@@H](I)CC)[N@@H+]1Br. The frontier orbital gap comes out at 8.04 eV. Its net charge is +1. The calculation puts the maximum force at 5.17 eV Å⁻¹.

Entry 3:
Computed, not measured: 10 unconnected molecules or ions with the total composition C26H48N4O6 in a non-equilibrium geometry, with ωB97M-V/def2-TZVPD.

Geometry as XYZ:
```
84
Properties=species:S:1:pos:R:3:mulliken_spin:R:1
C 1.376 -5.843 -0.119 0.00
C 1.628 -4.384 0.214 0.01
O 0.669 -3.756 0.653 -0.01
C 3.053 -3.864 0.049 0.00
H 0.332 -6.080 0.086 0.00
H 2.123 -6.498 0.329 0.00
H 1.521 -5.973 -1.191 0.00
H 3.479 -4.196 -0.898 0.00
H 3.663 -4.307 0.836 0.00
H 3.060 -2.775 0.091 0.00
C -2.246 5.482 2.705 0.00
C -3.214 4.427 2.206 0.00
O -4.221 4.723 1.602 0.00
C -2.763 2.983 2.307 0.03
H -2.388 5.605 3.779 0.00
H -2.352 6.408 2.140 0.00
H -1.215 5.174 2.533 0.00
H -2.267 2.639 1.399 0.00
H -3.560 2.301 2.604 -0.02
H -2.041 3.026 3.123 -0.01
C 3.719 5.322 1.348 0.00
C 2.310 5.254 0.840 0.00
O 1.596 6.266 0.913 0.00
C 1.780 3.931 0.226 0.00
H 4.285 5.061 0.454 0.00
H 3.852 4.770 2.278 0.00
H 3.996 6.346 1.600 0.00
H 2.332 3.166 0.773 0.00
H 1.857 3.921 -0.861 0.00
H 0.755 3.716 0.529 0.00
C 0.562 -1.021 -1.644 0.00
C 0.172 0.427 -1.331 0.00
O 0.809 1.349 -1.869 0.00
C -0.970 0.737 -0.392 -0.01
H -0.155 -1.472 -2.330 0.00
H 0.551 -1.600 -0.720 0.00
H 1.534 -1.170 -2.113 0.00
H -1.840 0.273 -0.857 0.01
H -1.143 1.811 -0.462 0.00
H -0.848 0.414 0.642 0.00
C 2.356 -1.962 -5.084 0.00
C 2.609 -2.959 -4.044 0.00
O 3.058 -2.628 -2.939 0.00
C 2.340 -4.410 -4.417 0.00
H 3.115 -2.076 -5.857 0.00
H 2.368 -0.946 -4.689 0.00
H 1.346 -1.990 -5.493 0.00
H 1.472 -4.468 -5.074 0.00
H 2.294 -4.982 -3.490 0.00
H 3.194 -4.747 -5.004 0.00
C -4.023 -2.261 3.798 0.03
C -3.524 -1.431 2.651 0.31
O -3.977 -0.297 2.402 0.25
C -2.534 -2.007 1.606 0.13
H -4.280 -3.285 3.528 -0.02
H -4.923 -1.726 4.102 0.03
H -3.415 -2.274 4.702 0.09
H -1.721 -1.298 1.447 0.03
H -3.015 -2.309 0.676 0.04
H -2.043 -2.907 1.977 0.01
C -0.649 0.369 4.416 0.01
C 0.215 0.808 3.307 0.02
N 0.958 1.084 2.481 0.00
H -1.622 0.854 4.325 -0.01
H -0.151 0.563 5.366 0.00
H -0.902 -0.684 4.293 0.02
C -5.974 -0.876 -0.017 0.06
C -4.941 -1.028 -1.056 0.03
N -4.143 -1.155 -1.859 -0.02
H -5.706 -0.191 0.787 0.03
H -6.181 -1.818 0.491 0.00
H -6.905 -0.543 -0.478 -0.03
C 0.517 1.678 -4.696 0.00
C -0.074 0.319 -4.654 0.00
N -0.540 -0.775 -4.723 0.00
H 0.060 2.374 -3.993 0.00
H 0.595 1.929 -5.754 0.00
H 1.536 1.584 -4.320 0.00
C 3.558 0.427 0.398 0.00
C 4.610 1.010 1.254 0.00
N 5.387 1.469 1.994 0.00
H 2.916 -0.368 0.778 0.00
H 3.967 0.108 -0.560 0.00
H 2.983 1.237 -0.049 0.00
```

As for the multiplicity: 2. The frontier orbital gap (spin up / spin down) comes out at 2.06 / 6.24 eV. Its net charge is -1. As for the expectation value of S²: 0.7532. The energy above the lowest of the compared OMol25 structures with the same formula, charge and spin is 150.2 kJ/mol. The calculation puts the maximum force at 4.84 eV Å⁻¹.

Entry 4:
Computed, not measured: 2 unconnected molecules or ions with the total composition C6H8BrClN2O2 in a non-equilibrium geometry, with ωB97M-V/def2-TZVPD.

Geometry as XYZ:
```
20
Properties=species:S:1:pos:R:3:lowdin_charge:R:1
C 2.374 -1.555 0.880 -0.42
C 0.215 -2.293 0.487 -0.55
C 1.561 -0.376 0.327 0.00
C -1.007 0.769 -1.221 -0.06
C -0.863 -0.496 -0.501 -0.10
C -1.594 0.420 2.307 -0.97
N 1.466 -2.550 1.011 0.20
N 0.277 -0.996 -0.014 -0.04
O 3.486 -1.480 1.359 0.09
O -0.719 -3.041 0.440 0.11
Cl -0.567 -0.787 3.070 0.56
Br -3.473 -0.097 2.357 0.54
H 1.412 0.318 1.102 0.11
H 1.932 0.160 -0.466 0.11
H -1.424 0.554 -2.197 0.08
H -1.543 1.572 -0.740 0.07
H -0.108 1.368 -1.398 0.08
H -1.548 -1.207 -0.355 0.07
H -1.414 1.396 2.529 -0.06
H 1.740 -3.357 1.579 0.19
```

The frontier orbital gap (spin up / spin down) comes out at 9.00 / 5.88 eV. The energy above the lowest of the compared OMol25 structures with the same formula, charge and spin is 319.0 kJ/mol. The calculation puts the maximum force at 4.45 eV Å⁻¹.

Q: maximum force of number 2 (C17H28BrIN3O3)?
A: 5.17 eV Å⁻¹

Q: Look up the maximum force of the first one.
A: 14.48 eV Å⁻¹

Q: maximum force of number 1 (C8H12N2O4Pb)?
A: 14.48 eV Å⁻¹

Q: Among the records above, which one has the lowest maximum force?
A: C6H8BrClN2O2